{"formula": "C23H39IrN3O5SSi4", "method": "the ωB97M-V functional and the def2-TZVPD basis", "elements": ["Ir", "C", "C", "N", "N", "C", "O", "C", "C", "C", "C", "C", "C", "C", "C", "C", "C", "C", "N", "H", "H", "H", "H", "H", "H", "H", "H", "H", "H", "H", "H", "O", "S", "O", "O", "O", "C", "Si", "C", "C", "Si", "Si", "C", "C", "C", "Si", "C", "C", "C", "H", "H", "H", "H", "H", "H", "H", "H", "H", "H", "H", "H", "H", "H", "H", "H", "H", "H", "H", "H", "H", "H", "H", "H", "H", "H", "H"], "xyz": [[0.8453, -1.4033, -0.4939], [1.6724, -0.0101, 3.6201], [1.8551, -0.2007, 2.1423], [0.9883, -0.8558, 1.4496], [0.0850, -1.5745, 2.2414], [-1.1626, -1.3785, 2.1144], [-1.7207, -0.3549, 1.4670], [-2.0524, -2.3700, 2.7698], [-1.8328, -3.7207, 2.5167], [-2.6844, -4.6622, 3.0736], [-3.7391, -4.2618, 3.8844], [-3.9464, -2.9135, 4.1441], [-3.1050, -1.9651, 3.5811], [3.1141, 0.2800, 1.5250], [3.6247, 1.5359, 1.8476], [4.8273, 1.9349, 1.2897], [5.4893, 1.0648, 0.4407], [4.9218, -0.1826, 0.2121], [3.7728, -0.5758, 0.7417], [1.5331, -0.9853, 4.0916], [0.7743, 0.5748, 3.8343], [2.5352, 0.4850, 4.0617], [-1.0248, -3.9950, 1.8474], [-2.5328, -5.7124, 2.8599], [-4.4042, -5.0017, 4.3123], [-4.7639, -2.6012, 4.7820], [-3.2592, -0.9105, 3.7742], [3.0767, 2.1971, 2.5066], [5.2327, 2.9153, 1.5068], [6.4280, 1.3337, -0.0248], [5.4162, -0.9052, -0.4287], [0.7619, -4.8942, -1.9786], [-0.0189, -3.7424, -1.6079], [0.1822, -3.3827, -0.1223], [0.5618, -2.4595, -2.2491], [-1.4355, -3.8503, -1.8964], [2.2260, -0.7126, -4.3930], [1.2542, 0.7451, -3.7280], [2.1380, 2.3135, -4.3236], [-0.4776, 0.7289, -4.4725], [1.0728, 0.5731, -1.3780], [-3.0779, -0.3804, 0.4317], [-3.5409, -2.0868, -0.1036], [-4.4746, 0.4563, 1.3596], [-2.6037, 0.7071, -0.9921], [0.7463, 2.7935, -0.6196], [0.1388, 2.8864, 1.1662], [-0.5025, 3.7424, -1.6800], [2.3419, 3.7959, -0.7816], [2.2248, -0.7170, -5.4873], [1.7937, -1.6444, -4.0249], [3.2643, -0.6692, -4.0534], [2.2260, 2.2904, -5.4143], [3.1490, 2.3721, -3.9122], [1.6124, 3.2299, -4.0511], [-0.4308, 0.7855, -5.5643], [-1.0819, 1.5653, -4.1123], [-0.9852, -0.1997, -4.2012], [-2.6936, -2.6670, -0.4894], [-4.2586, -1.9984, -0.9254], [-4.0208, -2.6548, 0.6968], [-4.9026, -0.1856, 2.1308], [-5.2724, 0.7063, 0.6549], [-4.1400, 1.3862, 1.8261], [-1.8225, 0.2326, -1.5897], [-2.2310, 1.6606, -0.6171], [-3.4677, 0.9074, -1.6319], [-0.6990, 2.2044, 1.3273], [-0.1801, 3.9018, 1.4206], [0.9249, 2.5932, 1.8651], [-1.4984, 3.3008, -1.6651], [-0.1809, 3.7867, -2.7213], [-0.5815, 4.7702, -1.3109], [3.1875, 3.3098, -0.2974], [2.2161, 4.7889, -0.3382], [2.5924, 3.9301, -1.8367]], "lumo_energy_ev": [2.4, 2.4], "gap_ev": [6.7163, 6.7169], "total_charge": -1}

{"formula": "CH2N4O", "method": "the ωB97M-V functional and the def2-TZVPD basis", "elements": ["C", "H", "H", "N", "N", "N", "N", "O"], "xyz": [[-0.6742, 0.2120, -0.1165], [-2.3922, -0.5444, -0.0524], [1.9244, -0.8393, 0.5622], [-1.8879, 0.3098, -0.0300], [0.2535, 1.3643, -0.0794], [1.3621, 0.8802, -0.0278], [1.3711, -0.4858, -0.1968], [0.0431, -0.8968, -0.0593]], "lumo_energy_ev": 0.3, "gap_ev": 10.5125, "total_charge": 0, "e_above_lowest_kcal_mol": 56.3}

{"formula": "C6H11NO", "method": "the ωB97M-V functional and the def2-TZVPD basis", "elements": ["C", "C", "C", "C", "C", "C", "H", "H", "H", "H", "H", "H", "H", "H", "H", "H", "H", "N", "O"], "xyz": [[0.5592, 0.5089, 1.3277], [0.2039, -0.7111, 0.2577], [-1.3077, -1.2674, 0.3766], [-1.9206, 0.0048, -0.1614], [0.1122, -0.1489, -1.1452], [1.4522, -0.7119, -0.6640], [1.2397, 1.9219, -0.0282], [2.3803, 2.0199, 1.1797], [-0.2741, 1.3963, 1.6101], [0.7102, -0.0434, 2.2195], [-1.2716, -2.0860, -0.3837], [-1.7468, -1.9140, 1.3825], [-2.8515, 0.0518, -0.9723], [-2.2551, 0.6321, 0.6330], [-0.2034, -0.7060, -2.3203], [1.7227, -1.5872, -1.3677], [2.2542, -0.2750, 0.1420], [1.8205, 1.2062, 0.5114], [-0.8804, 0.7625, -0.7028]], "lumo_energy_ev": 1.0, "gap_ev": 8.7054, "total_charge": 0, "e_above_lowest_kcal_mol": 247.1}

Record order is preserved below.
DFT total energy: -3100.972067 -333.458078 -364.837684 Eh
Record order is preserved below.
Max |F|: 0.17 2.37 8.15 eV/A